No. 1
The following is a DFT calculation (ωB97M-V/def2-TZVPD) of 6 unconnected molecules or ions with the total composition C22H46B2ClF6N2O11S5 at a distorted geometry.

XYZ file:
```
95
Properties=species:S:1:pos:R:3:forces:R:3:mulliken_charge:R:1
C -1.89095 -3.20215 1.71568 1.131 0.186 0.414 -0.97
N -1.39511 -1.81762 1.81338 -1.211 0.706 -0.833 0.03
C -1.93682 -1.10814 2.97967 0.077 -0.134 0.360 -0.30
B -1.54243 -1.01789 0.65043 -0.170 -0.822 0.678 -0.86
O -2.47643 0.00142 0.54220 0.763 0.089 -0.693 0.10
C -0.51232 -1.14813 -0.60771 -1.081 0.196 -0.438 1.63
Cl 0.60208 -2.52357 -0.43041 0.436 0.370 0.192 -0.19
C 0.18887 0.19232 -0.60602 0.141 -0.216 0.165 -1.54
N 0.40843 0.65190 -1.77791 -0.897 -0.102 0.517 0.37
C -0.01612 -0.33700 -2.79324 1.150 -0.755 -1.339 -0.66
C -0.21942 0.05455 -4.27069 0.210 0.679 0.451 -0.92
B 1.03332 -0.32025 -5.17977 0.127 0.069 -0.115 0.70
O 0.94759 -1.09910 -6.28323 -0.122 0.169 0.227 -0.45
O 2.28464 0.18323 -4.83923 -0.601 -0.277 0.395 -0.63
C -1.05943 -1.19481 -2.10056 0.698 0.381 0.382 -0.08
C -2.45765 -0.65189 -2.32628 0.285 1.531 0.546 -0.53
O -2.66401 0.54394 -2.26376 0.000 -1.620 -0.479 -0.49
C -3.57652 -1.64439 -2.73162 -0.029 0.430 -0.594 1.16
F -3.10534 -2.91815 -2.66260 0.003 0.283 0.160 -0.40
F -3.81576 -1.38430 -4.04486 0.116 -0.120 0.396 -0.33
C -4.92525 -1.49460 -1.94535 -0.710 -0.253 -0.486 0.44
F -5.92821 -1.32023 -2.84036 0.403 0.040 0.331 -0.31
F -4.89036 -0.40388 -1.14940 0.200 -0.292 -0.060 -0.26
C -5.34988 -2.71988 -1.09157 -0.770 0.230 0.681 0.70
F -4.30098 -3.16382 -0.34079 0.017 0.063 -0.261 -0.11
F -6.28830 -2.26218 -0.22911 0.590 -0.160 -0.380 -0.30
C -6.00854 -3.88380 -1.88898 -2.521 -1.572 0.716 0.21
O -7.09921 -4.29766 -1.53566 2.599 1.238 -1.020 -0.45
O -5.33716 -4.38732 -2.95704 -0.414 0.235 0.603 -0.45
H -1.82440 -3.55504 0.69422 -0.126 -0.176 -0.200 0.39
H -2.91098 -3.23819 2.08368 -0.291 -0.092 -0.131 0.32
H -1.28079 -3.85193 2.33491 0.042 -0.210 0.141 0.15
H -3.02083 -1.21173 3.05073 -0.214 0.005 -0.057 0.36
H -1.52497 -1.47995 3.90823 0.137 -0.246 0.012 -0.17
H -1.68113 -0.05730 2.93335 0.085 0.213 -0.061 0.11
H -3.36623 -0.32642 0.39349 -0.366 0.167 0.387 0.13
H 0.40544 0.72265 0.31194 0.412 0.148 0.120 1.02
H 0.80773 1.56327 -1.96515 0.118 0.061 -0.124 0.41
H 0.85413 -0.99304 -2.79527 0.205 -0.179 0.037 0.47
H -1.15874 -0.34155 -4.63981 -0.261 -0.007 0.008 0.22
H -0.28120 1.14136 -4.33295 -0.296 0.204 -0.093 0.32
H 0.04550 -1.38930 -6.43216 -0.132 -0.188 -0.300 0.32
H 2.73560 -0.47672 -4.30805 0.672 0.041 -0.035 0.28
H -0.85393 -2.17513 -2.49976 -0.704 -0.476 0.095 1.19
H -4.48468 -4.72658 -2.66447 0.356 0.088 -0.152 0.37
C 4.33471 4.71116 -7.66326 0.077 0.040 -0.056 -1.00
S 3.44209 3.77741 -6.41777 -0.167 -0.017 -0.141 0.51
O 4.30777 3.71224 -5.21184 0.099 -0.078 0.173 -0.59
C 3.55606 2.18820 -7.24810 0.031 -0.083 -0.104 -0.60
H 4.41118 5.74017 -7.31970 -0.026 -0.002 0.042 0.34
H 5.33147 4.28991 -7.79034 -0.001 -0.031 0.041 0.31
H 3.78316 4.67952 -8.60238 -0.026 0.001 0.008 0.37
H 4.60195 1.92694 -7.40921 0.028 0.064 0.031 0.35
H 3.03000 2.24443 -8.20135 -0.008 0.032 -0.003 0.36
H 3.08701 1.43848 -6.61564 0.034 0.072 0.038 -0.03
C -2.45915 3.11880 1.32240 -0.103 -0.085 0.028 -0.53
S -1.77376 3.68940 2.88453 -0.108 0.188 0.002 0.30
O -0.73293 2.70549 3.28624 0.083 -0.256 -0.063 -0.49
C -3.23410 3.33526 3.86692 -0.090 -0.053 0.016 -0.91
H -1.68274 3.21719 0.56529 0.017 0.032 0.014 0.23
H -2.76182 2.07426 1.41049 0.084 0.126 0.042 -0.10
H -3.31118 3.74120 1.05038 0.020 0.056 -0.004 0.53
H -3.48271 2.27688 3.78492 0.050 -0.011 -0.019 0.21
H -4.06280 3.95165 3.51904 0.014 0.025 0.002 0.39
H -3.00645 3.58063 4.90145 0.045 0.022 0.002 0.36
C 1.64002 0.93585 5.17545 -0.206 -0.189 0.086 -0.99
S 2.12456 0.84592 3.44805 0.052 0.358 -0.073 0.83
O 1.48876 -0.37621 2.85434 -0.045 0.016 -0.102 -0.68
C 3.84186 0.44566 3.76653 0.052 -0.276 0.069 -1.05
H 0.57216 1.14193 5.22109 -0.009 0.033 -0.125 0.35
H 1.85580 -0.01892 5.65804 0.039 -0.009 -0.041 0.15
H 2.18515 1.74345 5.66239 0.036 0.022 -0.069 0.46
H 3.90000 -0.47551 4.34866 -0.072 0.011 0.012 0.37
H 4.30720 1.27057 4.30344 -0.004 0.052 -0.063 0.40
H 4.33583 0.31612 2.80839 -0.019 0.098 -0.031 0.22
C 5.94963 1.17382 -0.41689 -0.024 -0.082 -0.089 -0.88
S 5.41745 2.74576 0.26515 0.163 0.066 -0.078 0.39
O 4.67153 2.41777 1.50512 -0.220 -0.065 0.156 -0.52
C 4.19929 3.12295 -0.99999 -0.027 -0.027 -0.105 -0.52
H 6.68707 0.75210 0.26284 -0.005 0.045 0.027 0.32
H 5.09370 0.50179 -0.49484 -0.025 0.038 0.047 0.19
H 6.40081 1.33204 -1.39254 0.070 0.027 -0.101 0.41
H 3.46416 2.31738 -1.04477 0.033 -0.061 0.060 -0.18
H 4.69594 3.23886 -1.96229 -0.005 0.039 -0.066 0.41
H 3.71036 4.05460 -0.72414 0.042 0.018 0.041 0.37
C 0.36962 -2.06042 7.80284 0.060 0.088 0.074 -1.10
S -0.09359 -2.58177 6.14736 0.361 -0.136 0.216 0.71
O -1.44986 -2.03492 5.89333 -0.255 -0.015 0.123 -0.71
C -0.28636 -4.31539 6.57896 -0.072 -0.104 -0.022 -1.07
H 0.50214 -0.98056 7.78968 -0.010 0.014 -0.032 0.31
H -0.42088 -2.32519 8.50437 -0.038 -0.008 -0.048 0.39
H 1.30681 -2.54036 8.08388 0.015 0.005 -0.016 0.39
H -1.02085 -4.41448 7.37783 -0.017 0.048 -0.012 0.34
H 0.67636 -4.71735 6.89321 0.019 0.013 -0.023 0.37
H -0.63172 -4.84573 5.69429 0.004 0.019 -0.032 0.29
```
Forces are in eV/Å.

The value obtained for the HOMO energy is -10.39 eV. The LUMO energy comes out at -4.2 eV. As for the net charge: +1. Its multiplicity is 1. As for the total energy: -4902.79563 hartree. The value obtained for the gap between HOMO and LUMO is 6.194 eV.

No. 2
The following is a DFT calculation (ωB97M-V/def2-TZVPD) of 2 unconnected molecules or ions with the total composition C22H46B2N3O8 at a distorted geometry.

XYZ file:
```
81
Properties=species:S:1:pos:R:3:forces:R:3:mulliken_charge:R:1
C -4.04127 3.70588 -2.38122 0.099 -0.155 -0.568 -0.83
C -4.51987 2.16407 -2.33033 -0.855 0.621 -0.583 -0.45
N -4.35568 1.51185 -1.00087 0.550 1.448 0.791 0.21
C -2.93141 1.21314 -0.66492 0.535 -0.889 -0.107 -0.26
C -2.29201 0.04023 -1.59214 -0.050 0.109 1.352 -1.26
C -1.01169 -0.50543 -0.74463 0.352 0.446 1.042 0.73
O -1.16673 -1.81951 -0.19710 -0.631 2.216 -0.415 -0.25
B -0.19787 -2.79051 -0.79884 0.555 0.261 0.373 -0.38
C 0.70548 -3.48725 0.38459 0.417 -0.197 0.935 -0.59
C -0.11853 -3.95968 1.68233 0.442 0.350 0.435 -0.02
C 0.59899 -3.30872 2.98921 -0.191 -1.085 -0.305 -0.27
C 0.29754 -4.15122 4.33152 -0.265 1.527 0.262 -0.65
C -0.93177 -3.43411 5.09795 0.018 -0.854 0.820 -0.38
N -2.25642 -4.02205 4.65572 0.530 0.062 0.422 -0.57
B -1.25724 -3.80316 -1.64918 -0.568 -1.429 -0.791 0.72
N -2.42226 -4.44562 -0.95463 -0.250 1.577 -0.949 -0.66
O -1.13317 -4.07655 -3.08997 -1.023 0.770 0.762 -0.64
O 0.65611 -1.88399 -1.61827 0.964 1.785 -1.239 -0.57
C 0.44518 -0.44911 -1.45844 -1.074 -2.536 1.561 0.64
C 1.48340 0.11193 -0.34056 -1.105 0.205 -1.088 -0.54
C 1.30507 1.70482 -0.25915 0.661 0.320 -0.286 0.17
C 2.05931 2.39103 0.98981 0.855 0.663 -2.006 -0.54
O 2.15635 1.54805 2.16694 -2.940 1.242 0.365 -0.35
C 0.93292 1.44997 2.86351 -0.397 -3.592 1.966 0.74
C -0.18975 2.57370 2.95208 0.275 0.559 0.588 -0.79
O 0.73406 0.38690 3.51171 0.856 3.894 -2.196 -0.57
C -5.03225 2.25566 0.06372 -3.101 -0.105 1.084 0.34
C -4.26365 3.26227 1.07617 0.587 -0.386 -1.050 -0.73
O -6.27196 2.10781 0.26800 4.105 0.607 -1.128 -0.61
H -3.03938 3.86893 -1.86238 -1.303 -0.298 -0.637 0.19
H -3.88442 3.98650 -3.48696 -0.340 -0.257 1.673 0.32
H -4.81604 4.42012 -1.91497 1.150 -1.194 -0.705 0.25
H -4.00141 1.54172 -3.14286 -0.565 0.893 1.446 0.35
H -5.63634 2.14078 -2.57625 1.487 0.031 0.304 0.35
H -2.26769 2.15523 -0.71484 -0.772 -1.359 0.205 -0.06
H -2.93736 0.77118 0.39916 0.134 0.872 -1.572 0.37
H -3.09237 -0.78667 -1.67120 1.368 1.213 -0.032 0.23
H -1.96351 0.42305 -2.61267 -0.539 -0.488 1.237 0.29
H -0.89507 0.13664 0.20505 -0.509 -0.293 -1.363 -0.49
H 1.32980 -4.36255 -0.02245 -0.749 1.129 0.614 0.17
H 1.45124 -2.68265 0.74830 -0.907 -1.154 -0.563 0.00
H -0.17250 -5.11143 1.76222 0.216 1.726 -0.008 0.31
H -1.20829 -3.58636 1.69445 1.651 -0.506 -0.200 -0.02
H 1.73618 -3.23992 2.81085 -1.751 -0.213 0.242 0.47
H 0.20473 -2.23945 3.10479 0.708 -1.491 -0.121 -0.15
H 1.22868 -4.14985 5.00724 -1.408 0.111 -0.841 0.28
H 0.04187 -5.24480 4.13969 0.237 1.404 0.039 0.35
H -0.95594 -2.29997 4.93292 0.167 -1.716 0.057 0.18
H -0.84255 -3.61699 6.22720 0.209 0.391 -1.274 0.29
H -3.01523 -3.64751 5.24524 0.578 -0.266 -0.410 0.22
H -2.23993 -5.04635 4.80613 0.042 0.911 -0.090 0.20
H -2.64492 -3.98316 -0.06286 0.441 -0.337 -0.449 0.28
H -3.29038 -4.36102 -1.51764 0.701 -0.569 0.301 0.21
H -1.77856 -3.53389 -3.58600 0.472 -0.589 0.348 0.25
H 0.45119 0.06668 -2.48639 0.222 -0.504 1.601 0.20
H 2.51381 -0.21613 -0.70592 -1.443 0.632 1.025 0.30
H 1.19129 -0.40293 0.63406 0.509 0.659 -1.285 0.11
H 1.82631 2.12933 -1.19448 -0.925 -0.537 1.565 0.29
H 0.20631 2.04728 -0.36188 1.512 -0.778 0.563 -0.25
H 3.14423 2.56307 0.63443 -1.579 -0.435 0.816 0.19
H 1.64639 3.44334 1.19779 0.392 -1.597 0.026 0.25
H -0.76996 2.39701 3.93158 1.050 -0.071 -1.609 0.33
H -0.95111 2.51792 2.10152 1.329 0.094 0.959 0.05
H 0.25968 3.63025 3.06350 -0.666 -1.613 -0.570 0.33
H -4.91515 4.18148 1.28265 0.746 -1.639 -0.244 0.33
H -4.02459 2.68095 2.02782 -0.348 0.915 -1.205 0.27
H -3.28185 3.62784 0.59284 -1.454 -0.629 0.895 0.19
O 3.03814 0.94029 -2.39161 1.419 0.604 -0.651 -0.46
C 4.19480 1.16016 -2.65746 -0.765 -0.411 -0.432 0.80
O 4.87050 2.12095 -1.99459 -0.033 0.245 0.611 -0.28
C 6.28277 2.34078 -2.10657 0.016 0.050 -0.178 -0.46
C 6.60533 3.21552 -3.30130 -0.060 -0.001 -0.213 -1.00
C 4.87415 0.43450 -3.78459 0.450 -0.554 0.074 -1.31
H 6.82723 1.39357 -2.11775 -0.092 0.015 -0.095 0.36
H 6.58408 2.85784 -1.19252 -0.264 -0.099 0.002 0.34
H 6.30494 2.74252 -4.23874 0.098 -0.036 0.065 0.27
H 7.67681 3.42418 -3.34748 -0.059 -0.006 0.020 0.37
H 6.06397 4.16195 -3.23711 0.074 -0.045 0.097 0.31
H 4.62383 0.92169 -4.72912 0.006 -0.034 0.083 0.29
H 4.50928 -0.59374 -3.80179 -0.218 0.207 -0.064 0.32
H 5.95608 0.37172 -3.68210 0.016 0.183 -0.112 0.39
```
Forces are in eV/Å.

The value obtained for the HOMO energy is -3.19 eV. The LUMO energy comes out at 2.1 eV. As for the net charge: -1. Its multiplicity is 1. As for the total energy: -1681.75203 hartree. The value obtained for the gap between HOMO and LUMO is 5.317 eV.